(1)
Molecular formula: C53H40Cl4N6O3V
Method: DFT, ωB97M-V/def2-TZVPD

Orbital gap (alpha / beta): 4.447 / 4.435 eV
2S+1: 2
Electronic energy: -5382.68493 Eh
LUMO level (alpha / beta): 3.514 / 3.514 eV
Net charge: -2

```
107
Properties=species:S:1:pos:R:3:forces:R:3
V 0.369032 -0.398550 -0.012949 -0.1 0.0 -0.1
Cl -0.274377 2.596506 8.439809 0.0 0.0 0.0
C 0.079623 2.251056 6.750561 0.0 0.0 0.0
C 0.877091 1.161271 6.409163 0.0 0.0 0.1
C 1.167552 0.889244 5.094188 0.0 0.0 -0.1
C 0.672090 1.683837 4.010919 -0.1 0.0 0.1
C -0.118549 2.800146 4.424038 0.0 0.0 -0.1
C -0.410241 3.068560 5.749060 0.0 0.0 0.1
C 0.934399 1.383844 2.658921 0.1 0.0 0.0
C 0.264344 2.249314 1.638158 0.0 0.0 -0.1
C 0.879997 3.528595 1.175987 0.0 0.0 0.2
C 0.731943 3.725065 -0.132554 0.0 -0.1 -0.1
C -0.091267 2.647183 -0.710571 0.0 0.0 0.1
C -0.616352 2.562736 -1.946193 0.0 0.1 -0.1
C -0.381039 3.662950 -2.923201 0.0 0.0 0.0
C -0.683222 4.991659 -2.639791 0.0 0.0 0.0
C -0.463905 5.995280 -3.574164 0.0 0.0 0.0
C 0.058812 5.655838 -4.807201 0.0 0.0 0.0
Cl 0.345082 6.912598 -5.993670 0.0 0.0 0.0
C 0.353689 4.340211 -5.127529 0.0 0.0 0.0
C 0.125444 3.350290 -4.187577 0.0 0.0 0.0
C -1.366577 1.406740 -2.542687 0.1 0.0 0.1
N -0.614836 0.389618 -3.028998 0.0 0.0 0.0
C -1.460966 -0.525484 -3.584906 0.0 0.0 0.0
C -1.121470 -1.854350 -3.745068 0.0 -0.1 -0.1
C -1.976362 -2.796372 -4.441806 0.1 0.0 0.0
C -2.052172 -4.144335 -4.055616 0.0 0.0 0.0
C -2.877930 -5.040885 -4.710246 0.0 0.0 0.0
C -3.643144 -4.604388 -5.779068 0.0 0.0 0.0
Cl -4.687680 -5.735013 -6.619034 0.0 0.0 0.0
C -3.575534 -3.290682 -6.209773 0.0 0.0 0.0
C -2.735258 -2.406921 -5.555829 0.0 0.0 0.0
C -0.171160 -2.231008 -2.645332 0.1 0.1 0.0
C 0.964767 -3.204266 -2.694327 -0.1 -0.1 0.0
C 2.119717 -2.947860 -2.059112 0.2 -0.1 0.1
C 2.412141 -1.796622 -1.176154 -0.5 0.2 0.1
N 1.503770 -0.748271 -1.156622 0.2 0.3 0.0
C 3.318184 -1.814282 -0.145007 0.2 -0.1 0.1
C 3.162338 -0.903531 0.971672 -0.1 -0.1 -0.2
C 4.048308 -0.504930 1.966819 0.0 0.1 0.0
C 3.365729 0.419425 2.783080 0.0 -0.1 -0.1
C 2.070358 0.544908 2.272935 -0.2 0.1 -0.1
N 1.948293 -0.278390 1.199168 0.1 -0.1 0.2
C 4.421335 -2.797638 -0.091490 -0.1 0.0 0.0
C 5.264160 -2.991873 -1.185767 0.0 0.0 0.0
C 6.293138 -3.922283 -1.151709 0.0 0.0 0.0
C 6.488345 -4.658877 0.001532 0.0 0.0 0.0
Cl 7.790326 -5.831979 0.062045 0.0 0.0 0.0
C 5.680709 -4.483553 1.112790 0.0 0.0 0.0
C 4.656698 -3.552620 1.059641 0.0 0.0 0.0
C -2.887014 -0.101624 -3.226152 0.1 0.4 -0.2
C -2.720798 1.252854 -2.726304 -0.1 -0.1 -0.1
N -0.264728 1.662548 0.337868 0.0 -0.1 0.0
H 1.266403 0.517923 7.189729 0.0 0.0 0.0
H 1.780617 0.028679 4.862782 0.0 0.0 0.0
H -0.488366 3.492680 3.680733 0.0 0.0 0.0
H -1.013902 3.932600 6.003507 0.0 0.0 0.0
H 1.429965 4.158368 1.861728 0.0 0.0 0.0
H 1.118540 4.554872 -0.704217 0.0 0.0 0.0
H -1.112456 5.247699 -1.679208 0.0 0.0 0.0
H -0.703779 7.025791 -3.350350 0.0 0.0 0.0
H 0.757483 4.096405 -6.100596 0.0 0.0 0.0
H 0.343480 2.314048 -4.416204 0.0 0.0 0.0
H -1.467756 -4.491551 -3.214277 0.0 0.0 0.0
H -2.935456 -6.072059 -4.387887 0.0 0.0 0.0
H -4.159572 -2.970653 -7.062808 0.0 0.0 0.0
H -2.640016 -1.391653 -5.920817 0.0 0.0 0.0
H 0.870343 -4.161043 -3.199841 0.0 0.0 0.0
H 2.885315 -3.716057 -2.076681 0.0 0.0 0.0
H 5.078884 -0.815818 2.056580 0.0 0.0 0.0
H 3.758141 0.951644 3.635713 0.0 0.0 0.0
H 5.108782 -2.394515 -2.075330 0.0 0.0 0.0
H 6.942353 -4.066749 -2.004487 0.0 0.0 0.0
H 5.849365 -5.071708 2.004652 0.0 0.0 0.0
H 4.018048 -3.402065 1.920338 0.0 0.0 0.0
H -3.745435 -0.377414 -3.822406 0.0 0.0 0.0
H -3.518763 1.915113 -2.440480 0.0 0.0 0.0
N -0.100819 -2.388388 2.930342 -0.1 0.1 0.1
C 0.578719 -3.263705 1.971079 0.1 -0.1 -0.1
C -0.213973 -3.421940 0.674908 -0.1 0.1 0.1
O -0.765026 -4.492393 0.401576 0.1 -0.1 0.0
N -0.251986 -2.314915 -0.086024 -0.1 0.0 0.0
C -1.046876 -2.364255 -1.302685 -0.2 -0.1 0.1
C -2.043060 -1.207529 -1.194692 0.0 0.0 -0.1
O -3.086419 -1.149158 -2.001750 0.0 -0.2 0.2
O -1.860514 -0.350733 -0.324733 0.2 0.0 0.0
H -0.139682 -1.436085 2.578014 0.0 0.0 -0.1
H 0.474277 -2.306457 3.762687 0.0 0.0 0.0
H 1.586466 -2.911078 1.715611 0.0 0.0 0.0
H 0.650072 -4.262730 2.403139 0.0 0.0 0.0
H 0.344012 -1.294110 -2.508678 0.0 0.0 0.0
H -1.625777 -3.291938 -1.332727 0.0 0.0 0.0
C -2.059095 4.491076 1.345292 0.0 0.0 0.0
C -2.401324 3.000594 1.364309 0.0 0.0 0.1
C -3.296848 2.679011 0.168421 0.0 0.0 0.0
C -3.215861 2.709582 2.638138 0.0 0.0 0.0
C -1.209216 2.036293 1.435102 0.0 -0.1 -0.1
H -2.986711 5.061078 1.450789 0.0 0.0 0.0
H -1.585175 4.792129 0.413452 0.0 0.0 0.0
H -1.393840 4.773404 2.162177 0.0 0.0 0.0
H -4.261407 3.178656 0.298542 0.0 0.0 0.0
H -3.460989 1.605893 0.068852 0.0 0.0 0.0
H -2.856872 3.032959 -0.761389 0.0 0.0 0.0
H -4.077435 3.380327 2.681044 0.0 0.0 0.0
H -2.622569 2.838381 3.543348 0.0 0.0 0.0
H -3.584236 1.682173 2.622868 0.0 0.0 0.0
H -1.509765 1.113789 1.925288 0.0 0.0 0.0
```
Positions in Å, forces in eV/Å.

=====

(2)
Molecular formula: C40H112N8O12
Method: DFT, ωB97M-V/def2-TZVPD

Orbital gap: 8.980 eV
ΔE to the lowest compared entry with this formula, charge and spin: 8.310 eV
SMILES: COC[C@H](C)N.COC[C@H](C)N.COC[C@H](C)N.COC[C@H](C)N.COC[C@H](C)N.COC[C@H](C)N.COC[C@H](C)N.COC[C@H](C)N.CCO.CCO.CCO.CCO
Electronic energy: -2931.64435 Eh
LUMO level: 0.204 eV
Net charge: 0

```
172
Properties=species:S:1:pos:R:3:forces:R:3
C -6.477236 -0.143518 0.706471 1.2 -1.5 -0.2
O -7.295876 0.768572 0.133231 -1.2 1.7 -1.1
C -7.203486 2.066632 0.670581 -0.9 0.9 -1.0
C -8.176876 3.007272 -0.171229 0.2 -2.0 -0.1
C -7.576086 3.461322 -1.556369 0.2 -1.3 0.4
N -8.708346 4.047462 0.672371 1.0 1.2 -0.6
H -6.573306 -1.049448 0.108011 -0.2 -0.3 0.3
H -6.724896 -0.353808 1.746921 0.1 0.0 0.2
H -5.431386 0.132282 0.571451 0.4 0.2 0.5
H -7.405386 2.007822 1.740101 -0.6 0.4 0.1
H -6.212476 2.514342 0.596101 0.6 -0.3 -0.2
H -9.058766 2.406562 -0.393769 0.2 -0.4 -0.2
H -7.725776 2.626882 -2.241499 -0.3 0.0 -0.2
H -6.491036 3.556232 -1.598539 0.1 0.4 0.6
H -8.016836 4.341482 -2.024499 -0.2 0.1 0.4
H -7.899206 4.651692 0.690031 0.4 0.7 1.2
H -9.218136 4.600852 -0.001389 -1.0 0.2 0.1
C 1.997914 -10.946238 -0.576969 1.6 -0.5 -1.1
O 2.726014 -9.994188 -1.393239 -1.1 0.8 0.3
C 2.519834 -8.624198 -0.988469 1.1 0.3 -0.7
C 3.354114 -7.605418 -1.886189 -0.2 -2.0 1.3
C 4.840484 -7.859408 -1.963999 -0.3 0.3 -0.5
N 3.087934 -6.226598 -1.559779 -0.5 1.2 -0.6
H 2.535404 -11.234748 0.326341 0.1 0.7 0.5
H 2.143274 -11.839838 -1.183969 -0.8 -0.2 0.0
H 0.956124 -10.733528 -0.337129 0.0 0.3 -0.4
H 1.515474 -8.246588 -1.180179 -0.5 -0.5 0.5
H 2.790764 -8.648338 0.067051 -0.1 0.9 0.2
H 2.976554 -7.823948 -2.885079 -0.3 0.3 -0.2
H 5.022984 -8.852038 -2.375679 0.4 -0.1 0.5
H 5.318644 -7.579268 -1.025399 0.2 -0.6 0.0
H 5.164134 -7.140528 -2.716709 0.5 0.0 -0.1
H 3.146154 -5.823488 -0.635549 -0.1 -1.1 0.6
H 3.764464 -5.671278 -2.063799 -0.1 0.2 -0.4
C 4.827594 0.739762 4.079221 0.2 -0.6 2.0
O 6.166784 1.051382 4.360881 1.4 1.0 -1.2
C 6.470254 2.429552 4.120211 1.2 0.5 -0.9
C 8.056124 2.690262 4.096591 -2.7 -2.0 0.9
C 8.775764 1.777892 3.114831 -0.1 1.4 -0.6
N 8.500834 2.303392 5.414691 1.4 0.1 0.2
H 4.704134 -0.316138 4.319891 0.2 -0.3 -0.8
H 4.482564 1.015182 3.082621 -0.1 0.1 0.2
H 4.317104 1.144492 4.953121 -1.1 0.8 -0.6
H 6.098444 2.832572 3.178171 -0.4 -0.6 -0.6
H 5.963154 3.065612 4.845731 0.2 0.0 0.6
H 8.242844 3.694822 3.716991 0.0 0.3 0.7
H 8.249654 2.029642 2.194001 0.4 -0.7 -0.6
H 8.840824 0.709812 3.322341 -0.4 0.2 0.1
H 9.781024 2.195372 3.057651 0.2 -0.3 -0.2
H 7.877944 2.526122 6.177911 -0.2 0.2 -0.2
H 8.497914 1.299912 5.300181 0.2 -0.2 0.9
C 1.843384 0.748262 -6.980919 0.0 1.7 0.3
O 1.407224 -0.454848 -6.473679 -1.4 -0.4 -0.9
C 2.360424 -1.327868 -5.981639 1.5 -0.7 -0.2
C 3.635764 -1.451638 -6.909079 0.3 -0.3 1.1
C 3.275474 -2.205508 -8.216559 0.1 -0.4 1.2
N 4.797424 -2.109338 -6.192599 -0.8 -1.2 -0.6
H 2.581594 0.711382 -7.782029 0.3 -0.3 0.2
H 2.163714 1.351902 -6.131739 0.8 0.4 -0.1
H 1.033104 1.344822 -7.400039 -0.5 -0.5 0.0
H 2.635344 -1.119248 -4.947709 0.5 0.7 0.2
H 1.824064 -2.268078 -5.853479 0.3 -0.4 -0.5
H 4.187124 -0.520628 -7.040659 -1.5 0.8 -0.9
H 4.155214 -2.522878 -8.776399 0.0 0.6 -0.4
H 2.495134 -1.714738 -8.798199 0.4 0.3 -0.2
H 2.835354 -3.166198 -7.949209 -0.1 -0.1 0.4
H 5.219944 -1.482138 -5.523119 -0.4 0.3 0.3
H 5.473504 -2.100948 -6.942889 0.5 -0.5 0.0
C -4.945026 -9.070298 2.480751 0.3 0.3 1.1
O -3.559216 -8.711428 2.451611 -0.2 -1.0 -0.6
C -3.048876 -7.882968 3.489781 0.8 0.5 -1.2
C -1.458706 -7.743268 3.319831 -1.4 0.2 3.0
C -0.949386 -7.467788 4.817771 -0.2 0.7 -1.2
N -1.012326 -6.671738 2.499891 0.6 0.4 -1.2
H -5.140826 -9.533178 3.447971 -0.3 0.2 0.3
H -5.285946 -9.829378 1.776711 1.0 0.0 -0.5
H -5.596316 -8.212528 2.312961 0.0 0.3 0.2
H -3.490086 -6.897158 3.342751 0.1 0.4 0.2
H -3.269996 -8.161808 4.520051 -0.4 -0.8 -0.2
H -1.051916 -8.681678 2.943011 -0.1 0.0 0.0
H -1.060686 -6.407868 5.046401 -0.5 0.3 -0.3
H 0.129474 -7.549278 4.950111 -0.1 -0.8 -0.1
H -1.562846 -7.955238 5.575511 0.5 -0.5 -0.1
H -1.407946 -5.759208 2.675611 -0.2 -0.1 0.5
H -1.176756 -6.842268 1.518061 0.0 -0.2 -0.1
C 6.947964 -1.378198 -0.916349 0.1 0.4 -2.1
O 6.878984 -0.267758 -1.826079 1.2 -0.5 0.3
C 5.922844 0.649812 -1.488669 -1.6 0.6 -0.6
C 5.930794 1.751912 -2.539699 1.7 2.6 0.8
C 7.242534 2.613582 -2.388719 -0.2 -0.1 -0.3
N 4.810714 2.713202 -2.438849 -0.5 -0.7 0.4
H 7.860924 -1.824438 -1.310649 -0.1 -0.7 0.7
H 6.058924 -1.953028 -1.175739 0.1 -0.6 0.6
H 7.004964 -1.150978 0.148181 0.0 0.4 0.0
H 4.924824 0.214952 -1.542999 -0.4 -0.3 0.3
H 6.108514 0.973722 -0.464599 -0.2 0.7 0.2
H 5.954684 1.362052 -3.557319 -0.2 -0.5 0.2
H 8.124504 2.091132 -2.018239 0.0 -0.3 -0.5
H 7.156804 3.464392 -1.712799 -0.6 -0.1 0.4
H 7.396514 3.098692 -3.352589 0.6 -0.2 -0.1
H 4.970214 3.302172 -1.634009 -0.1 -0.2 0.5
H 4.822004 3.403722 -3.175829 0.2 -0.3 -0.6
C -0.639506 11.415092 1.151231 -0.7 -0.9 0.7
O -1.561776 10.717072 0.330301 -0.4 0.8 1.1
C -1.072616 10.107862 -0.800389 0.8 -0.8 -1.5
C -1.053496 8.572212 -0.748569 -0.7 0.1 -0.4
C -0.368016 7.839112 -1.914819 -1.2 1.0 -0.3
N -2.433136 8.152182 -0.677909 -1.4 -1.0 1.2
H 0.187844 10.728692 1.331401 0.4 0.4 0.4
H -1.222826 11.589572 2.055331 0.4 -0.1 0.3
H -0.305286 12.407622 0.849111 0.0 -0.1 -0.8
H -1.837866 10.351342 -1.537419 0.6 0.2 -0.8
H -0.055126 10.413572 -1.044029 0.0 0.7 -0.3
H -0.519506 8.285082 0.157251 -0.2 -0.2 0.3
H -0.987536 7.880912 -2.810659 -0.2 0.8 -0.2
H -0.416826 6.755382 -1.808679 1.0 0.1 0.7
H 0.549854 8.381192 -2.142339 0.4 -0.9 0.0
H -2.969286 8.726572 -0.043309 0.4 0.0 0.8
H -3.033206 8.270962 -1.481589 0.9 -0.2 -1.0
C -3.122116 9.256202 6.159511 -0.7 -0.2 -0.2
O -2.857126 7.856162 6.110991 0.3 0.7 -1.7
C -2.819086 7.417512 4.679881 1.4 -1.7 4.0
C -2.198876 5.941192 4.773901 0.6 0.1 -1.8
C -0.678716 5.865832 5.183961 -1.2 0.9 1.4
N -2.349036 5.416322 3.415521 -0.4 0.0 -0.7
H -4.195056 9.406712 6.040111 -0.3 0.1 0.4
H -2.730076 9.842582 5.328501 0.7 -0.3 -0.2
H -2.762086 9.724542 7.075551 -0.1 -0.4 0.1
H -3.842916 7.443442 4.306781 0.2 -0.1 -0.4
H -2.082896 8.070542 4.211201 -0.3 0.0 -0.6
H -2.796806 5.200622 5.305061 0.0 0.9 1.1
H -0.361406 4.923612 5.630751 -0.3 -0.5 -0.6
H -0.568096 6.502102 6.062051 0.2 0.5 -0.1
H 0.030634 6.183852 4.419911 -0.3 0.0 -0.2
H -1.582456 4.814382 3.150721 0.0 0.2 -0.2
H -2.471266 6.178592 2.764281 0.3 -0.3 -0.4
C -4.284756 0.029612 -5.099199 -0.4 -1.5 1.4
C -4.492346 -1.269848 -5.966139 0.7 1.0 0.7
O -3.308626 -2.105528 -5.855749 -0.7 1.0 -0.4
H -5.097116 0.719062 -4.869319 -0.4 0.0 -1.1
H -3.377026 0.607442 -5.273079 0.0 -0.2 -0.4
H -4.218026 -0.414768 -4.106129 0.7 0.1 0.3
H -4.683766 -0.960638 -6.993679 -0.1 -0.5 -0.2
H -5.268106 -1.914628 -5.553139 -0.3 0.5 -0.2
H -2.617956 -1.521638 -6.177679 0.6 -0.3 0.0
C -3.445976 -0.348298 5.813451 1.8 0.1 -0.5
C -2.745636 -1.716418 5.571341 -1.9 -0.9 2.1
O -3.149606 -2.421568 4.411601 0.9 1.1 -0.2
H -4.214706 -0.442848 6.580401 -0.1 0.3 -0.4
H -3.739156 0.187822 4.910831 -0.7 -0.6 -0.2
H -2.653616 0.332802 6.123861 -0.1 0.1 0.8
H -3.136426 -2.331328 6.382061 0.1 -0.2 0.2
H -1.671326 -1.783648 5.742891 0.2 0.7 -0.5
H -2.644146 -1.873288 3.807031 -0.3 -0.6 -1.4
C -1.025466 0.565922 -0.513509 -0.1 1.1 -0.6
C -0.295386 -0.728948 -0.215319 0.8 1.2 0.6
O -1.184756 -1.645948 0.272741 -1.6 -1.9 0.5
H -0.457376 1.365682 -0.988659 0.6 -0.3 -0.2
H -1.450746 1.093482 0.340261 0.0 -0.6 0.5
H -1.868046 0.406772 -1.186439 0.0 -0.3 -0.1
H 0.373754 -0.637308 0.640231 0.5 0.6 -0.3
H 0.278964 -1.140168 -1.045449 0.0 0.3 -0.3
H -1.642806 -2.075768 -0.453239 -0.2 -0.1 0.0
C -3.877566 -6.689268 -3.258659 -1.8 -0.2 0.7
C -4.453606 -5.478918 -2.509859 1.3 -1.3 0.1
O -3.481736 -4.449688 -2.512019 -0.4 0.6 0.3
H -3.134456 -7.202548 -2.648389 0.7 0.5 -0.6
H -3.685846 -6.426038 -4.298879 0.6 -0.3 0.1
H -4.679226 -7.427738 -3.248349 -0.3 -0.2 -0.4
H -4.554766 -5.811978 -1.476939 -0.2 0.4 0.1
H -5.443856 -5.227158 -2.889519 0.1 0.5 -0.2
H -3.214316 -4.284228 -3.419059 0.0 0.1 -0.2
```
Positions in Å, forces in eV/Å.